Computed, not measured: a single C4H5Br molecule, with ωB97M-V/def2-TZVPD.

XYZ file:
```
10
Properties=species:S:1:pos:R:3:lowdin_charge:R:1
Br -2.55 0.00 0.03 0.699
C -0.70 0.00 -0.36 -0.756
C 0.29 -1.12 -0.23 -0.149
C 0.48 0.00 0.74 -0.156
C 0.28 1.12 -0.23 -0.150
H 1.01 -1.22 -1.03 0.096
H -0.06 -2.07 0.16 0.103
H 0.33 0.00 1.80 0.116
H -0.07 2.07 0.15 0.102
H 1.00 1.22 -1.03 0.097
```

The calculation puts the calculated total energy at -74269.002 eV. For the largest force on an atom, the calculation gives 2.47 eV/Å. The value obtained for the orbital gap is 9.48 eV. As for the spin multiplicity: 1. The value obtained for the HOMO energy is -8.533 eV.

Computed, not measured: 10 unconnected molecules or ions with the total composition C32H92N8O10, with ωB97M-V/def2-TZVPD.

XYZ file:
```
142
Properties=species:S:1:pos:R:3:lowdin_charge:R:1
C 7.06 -1.85 -7.82 -0.103
O 7.44 -1.18 -6.59 -0.184
C 8.37 -0.13 -6.89 -0.187
C 8.04 1.07 -5.96 -0.459
C 6.85 1.86 -6.48 -0.063
N 9.17 1.95 -5.69 0.028
H 6.62 -2.83 -7.62 0.080
H 7.83 -2.02 -8.57 0.082
H 6.26 -1.30 -8.33 0.080
H 9.33 -0.58 -6.63 0.120
H 8.38 0.26 -7.91 0.122
H 7.71 0.72 -4.98 0.127
H 6.01 1.17 -6.58 0.079
H 7.14 2.18 -7.48 0.075
H 6.71 2.74 -5.85 0.076
H 8.98 2.38 -4.80 0.070
H 9.97 1.34 -5.56 0.060
C 9.71 3.57 2.04 -0.084
O 10.71 4.64 1.95 -0.191
C 10.98 5.29 3.18 -0.211
C 12.32 6.03 3.08 -0.437
C 13.60 5.12 2.98 -0.057
N 12.38 7.01 4.14 0.030
H 10.06 2.63 2.46 0.079
H 9.39 3.29 1.03 0.077
H 8.78 3.85 2.53 0.079
H 10.10 5.90 3.38 0.128
H 11.19 4.55 3.96 0.120
H 12.44 6.50 2.10 0.127
H 13.59 4.71 1.97 0.070
H 13.70 4.34 3.73 0.071
H 14.46 5.79 3.01 0.066
H 12.08 6.57 4.99 0.068
H 13.34 7.29 4.28 0.065
C -1.95 -0.13 2.05 -0.108
O -1.18 -0.52 0.92 -0.191
C -0.26 0.49 0.42 -0.205
C 0.36 -0.15 -0.78 -0.404
C 1.59 0.66 -1.33 -0.064
N -0.62 -0.16 -1.91 0.033
H -1.33 0.05 2.93 0.078
H -2.72 -0.85 2.36 0.083
H -2.47 0.82 1.95 0.079
H -0.79 1.40 0.16 0.131
H 0.51 0.71 1.15 0.122
H 0.73 -1.15 -0.59 0.132
H 1.22 1.59 -1.75 0.068
H 2.26 0.19 -2.06 0.073
H 2.29 0.95 -0.55 0.064
H -0.48 0.57 -2.59 0.055
H -1.53 -0.07 -1.49 0.057
C -9.00 -3.77 12.04 -0.065
O -8.40 -3.61 10.69 -0.195
C -8.77 -2.42 10.04 -0.222
C -7.64 -2.07 8.97 -0.375
C -6.40 -1.50 9.65 -0.085
N -8.03 -0.97 8.01 0.024
H -8.68 -3.00 12.74 0.083
H -8.67 -4.75 12.38 0.079
H -10.09 -3.88 12.07 0.077
H -9.70 -2.67 9.52 0.108
H -9.12 -1.58 10.64 0.117
H -7.42 -2.98 8.41 0.129
H -5.69 -2.24 10.01 0.079
H -6.65 -0.79 10.44 0.077
H -5.89 -0.78 9.00 0.068
H -7.71 -0.13 8.47 0.048
H -9.04 -0.99 7.96 0.053
C 0.73 -5.94 -6.46 -0.159
O -0.08 -6.53 -7.38 -0.188
C 0.66 -7.38 -8.27 -0.189
C -0.27 -7.84 -9.44 -0.407
C -1.32 -8.89 -8.99 -0.064
N 0.49 -8.44 -10.55 0.024
H 1.41 -5.18 -6.84 0.090
H 1.33 -6.66 -5.89 0.084
H -0.02 -5.60 -5.75 0.098
H 1.59 -6.90 -8.58 0.119
H 0.89 -8.25 -7.65 0.121
H -0.76 -6.95 -9.84 0.134
H -0.79 -9.76 -8.61 0.072
H -1.91 -9.23 -9.84 0.070
H -1.99 -8.49 -8.22 0.073
H 1.33 -8.80 -10.12 0.059
H 0.81 -7.72 -11.17 0.064
C -4.37 -7.79 5.49 -0.116
O -3.22 -7.58 4.66 -0.176
C -3.44 -6.50 3.80 -0.226
C -2.64 -6.65 2.46 -0.381
C -1.07 -6.44 2.69 -0.059
N -3.15 -5.68 1.47 0.018
H -3.99 -8.28 6.39 0.083
H -5.23 -8.34 5.10 0.090
H -4.72 -6.89 5.99 0.082
H -4.51 -6.40 3.64 0.112
H -3.14 -5.57 4.28 0.120
H -2.80 -7.65 2.06 0.130
H -0.45 -6.64 1.82 0.065
H -0.74 -7.24 3.34 0.064
H -0.89 -5.45 3.12 0.070
H -2.83 -5.99 0.56 0.065
H -2.72 -4.80 1.72 0.059
C -2.43 3.55 -6.68 -0.119
O -3.26 2.43 -6.78 -0.203
C -4.62 2.61 -6.39 -0.179
C -5.50 1.39 -6.76 -0.473
C -6.89 1.39 -6.26 -0.089
N -4.92 0.18 -6.24 0.038
H -1.43 3.27 -7.01 0.090
H -2.50 4.03 -5.71 0.090
H -2.70 4.24 -7.48 0.083
H -4.68 2.72 -5.31 0.126
H -5.02 3.55 -6.77 0.120
H -5.66 1.23 -7.83 0.139
H -7.55 0.64 -6.70 0.089
H -7.25 2.41 -6.32 0.080
H -6.87 1.16 -5.20 0.077
H -3.95 0.42 -6.43 0.057
H -4.98 0.10 -5.23 0.074
C -1.64 7.15 3.34 -0.083
O -2.25 8.42 3.67 -0.214
C -1.97 8.83 5.02 -0.191
C -0.54 9.49 5.18 -0.435
C -0.22 9.98 6.68 -0.047
N -0.29 10.55 4.28 0.024
H -1.77 7.26 2.26 0.091
H -2.16 6.30 3.78 0.086
H -0.57 7.14 3.54 0.079
H -2.74 9.53 5.34 0.119
H -2.15 8.01 5.71 0.113
H 0.24 8.76 4.95 0.117
H -0.24 9.08 7.29 0.064
H -0.99 10.63 7.07 0.064
H 0.74 10.49 6.66 0.070
H -0.70 10.18 3.44 0.066
H -0.73 11.45 4.44 0.079
O -5.44 -1.29 -1.12 -0.055
H -6.04 -1.15 -0.40 0.024
H -5.03 -2.14 -0.94 0.028
O -8.66 -0.24 2.07 -0.055
H -9.58 -0.18 1.80 0.028
H -8.69 -0.19 3.03 0.028
```

The calculation puts the calculated total energy at -67063.132 eV. For the largest force on an atom, the calculation gives 3.55 eV/Å. The value obtained for the orbital gap is 9.46 eV. As for the spin multiplicity: 1. The value obtained for the HOMO energy is -8.967 eV.

Computed, not measured: 2 unconnected molecules or ions with the total composition CHClFNO2, with ωB97M-V/def2-TZVPD.

XYZ file:
```
7
Properties=species:S:1:pos:R:3:lowdin_charge:R:1
C 0.88 -0.41 0.21 -0.619
N -1.15 0.61 -0.33 -0.305
O -1.69 0.92 0.68 0.088
O -1.22 0.83 -1.49 0.081
F 0.57 -1.04 1.38 -0.065
Cl 1.31 -1.44 -1.05 0.716
H 1.30 0.54 0.61 0.104
```

The calculation puts the calculated total energy at -21872.718 eV. For the largest force on an atom, the calculation gives 3.80 eV/Å. The value obtained for the orbital gap (alpha / beta) is 9.19 / 8.20 eV. As for the spin multiplicity: 1. The value obtained for the HOMO energy (alpha / beta) is -9.547 / -8.986 eV.